Record 1
16
Properties=species:S:1:pos:R:3:forces:R:3 method="wB97M-V/def2-TZVPD" fmax_ha_per_bohr=0.148 smiles=N[C@H]1C[C@@H](N)C1 relative_energy_ev=4.205 lumo_energy_ev=1.01 gap_ev=10.10 e_tot_ev=-7286.41480
N -2.325490 0.098538 0.358899 -1.351 -4.124 -0.283
C -1.135744 0.322792 -0.478070 0.922 0.307 7.274
C -0.007492 1.333342 0.022102 0.479 -3.117 -2.377
C 1.013678 0.122532 -0.389052 1.892 1.121 -1.211
N 2.414541 0.035524 0.254482 -2.202 -1.902 0.271
C -0.245324 -0.775292 -0.171174 5.241 -4.703 2.857
H -2.626614 -0.846338 -0.149302 -0.529 2.550 0.723
H -2.002034 -0.557474 1.169524 -0.268 2.423 -1.035
H -1.322235 0.356045 -1.434232 -1.321 0.780 -5.132
H 0.061115 2.270013 -0.430764 0.206 1.435 -0.967
H 0.020934 1.453460 1.068704 -0.189 -0.152 1.328
H 1.508807 -0.014946 -1.450281 -2.224 1.150 1.141
H 2.592672 -0.911328 -0.217619 0.849 1.437 1.924
H 2.396233 -0.012638 1.326825 -0.117 -0.469 -2.033
H -0.272582 -1.928960 -0.515623 -0.234 2.761 0.032
H -0.070470 -0.945271 1.035579 -1.154 0.503 -2.511

Record 2
16
Properties=species:S:1:pos:R:3:forces:R:3 method="wB97M-V/def2-TZVPD" fmax_ha_per_bohr=0.096 relative_energy_ev=5.114 lumo_energy_ev="-10.14 / -11.56" gap_ev="10.09 / 7.87" e_tot_ev=-7265.70658 charge=+2
C -0.977311 0.293930 2.268087 1.981 0.630 0.494
C -0.044579 0.601461 -0.878777 1.435 -1.736 1.323
C 1.568461 1.403810 -2.331976 2.104 -0.772 -4.384
C -1.202575 -1.960379 1.263820 1.884 -2.272 0.228
N 1.147923 0.560641 -1.244368 -2.076 1.125 0.257
N -0.945682 -0.650326 1.484999 -0.534 2.325 -0.727
H -1.275004 0.113897 3.267245 -1.153 -0.307 1.347
H -0.346669 1.200425 2.219312 -0.651 -0.048 -0.769
H -1.072369 0.837663 -0.852809 -0.763 0.773 -0.598
H 0.763262 2.078189 -2.741784 0.973 -0.515 0.995
H 1.779985 0.632100 -3.227737 -0.445 1.619 1.786
H 2.597989 1.840289 -2.159347 -1.480 -0.075 0.173
H -1.919297 -2.337654 2.004927 0.408 -0.156 0.914
H -0.106079 -2.365543 1.324594 -2.395 -0.505 -0.242
H -1.804608 -2.214384 0.404793 0.402 0.270 -1.039
H 1.836553 -0.034118 -0.800979 0.311 -0.355 0.242

Record 3
17
Properties=species:S:1:pos:R:3:forces:R:3 method="wB97M-V/def2-TZVPD" fmax_ha_per_bohr=0.083 smiles=CN1CCN(C)O1 relative_energy_ev=5.846 lumo_energy_ev=1.05 gap_ev=9.85 e_tot_ev=-9333.14099
C 1.805553 0.852993 0.973936 -0.331 2.189 -0.146
N 1.089162 0.409778 -0.210972 0.441 -1.246 0.959
C 0.667222 -0.940564 0.037868 0.759 -4.194 -0.324
C -0.836789 -0.925707 0.134761 -0.938 1.595 -1.584
N -1.012667 0.519501 0.576690 1.113 -2.007 -1.812
C -2.316217 1.075879 0.462923 -2.609 -0.816 -0.075
O -0.070242 1.024300 -0.515222 -1.983 1.977 0.916
H 1.378798 0.827449 2.017175 -0.297 0.116 -1.276
H 2.610595 0.191566 0.958822 1.670 -0.946 0.274
H 2.193398 1.831088 0.664996 -0.023 0.082 0.815
H 1.033637 -1.417849 0.978570 0.293 0.813 -0.548
H 1.044787 -1.623613 -0.794876 -0.681 0.730 0.924
H -1.235610 -1.123464 -0.890598 -0.050 0.865 0.379
H -1.400548 -1.649150 0.681134 0.316 -0.365 1.354
H -2.212891 2.188387 0.440443 -0.463 -0.957 0.395
H -3.051477 0.728297 -0.406851 1.904 0.644 1.096
H -2.865124 0.610575 1.388676 0.877 1.520 -1.348

Record 4
17
Properties=species:S:1:pos:R:3:forces:R:3 method="wB97M-V/def2-TZVPD" fmax_ha_per_bohr=0.029 smiles="CNCCNC=O" relative_energy_ev=1.982 lumo_energy_ev=0.92 gap_ev=9.87 e_tot_ev=-9337.00509
C -0.465783 -2.134509 0.245923 -0.049 -0.403 0.343
N 0.564607 -1.211999 0.670265 0.590 0.016 0.182
C 0.155268 0.046098 1.286014 -0.536 -0.031 0.025
C 0.512311 1.191708 0.328239 1.138 -0.708 0.645
N -0.166069 0.993104 -0.919302 -0.951 0.305 -0.482
C -0.354020 1.920355 -1.940080 0.450 -0.302 -0.287
O 0.395014 2.798863 -2.271235 -0.027 0.635 0.587
H -0.780966 -2.846691 1.017303 -0.130 0.142 0.200
H -1.331969 -1.565074 -0.057013 -0.295 0.061 -0.196
H -0.138716 -2.757578 -0.585168 0.119 0.156 -0.222
H 1.259751 -1.663189 1.243210 0.035 -0.135 -0.124
H -0.904484 -0.015692 1.548665 -0.184 0.309 -0.279
H 0.646579 0.216765 2.248230 0.280 -0.071 -0.160
H 1.594694 1.038073 0.237337 0.114 0.498 -0.222
H 0.348676 2.167518 0.786918 -0.306 0.034 -0.375
H -0.052157 0.075222 -1.330677 -0.289 -0.245 0.438
H -1.282741 1.747023 -2.508622 0.040 -0.259 -0.073

Record 5
17
Properties=species:S:1:pos:R:3:forces:R:3 method="wB97M-V/def2-TZVPD" fmax_ha_per_bohr=0.027 smiles="CCC(=O)NCN" relative_energy_ev=0.935 lumo_energy_ev=0.92 gap_ev=10.47 e_tot_ev=-9338.05281
C -1.493093 1.218205 -0.807727 -0.714 -1.214 0.040
C -0.953296 -0.234780 -0.898937 0.385 0.310 0.062
C 0.533267 -0.328208 -1.178041 0.215 0.141 -0.208
O 0.968399 -0.083284 -2.290484 -0.059 -0.031 -0.012
N 1.381291 -0.699822 -0.175535 -0.123 -0.119 0.296
C 1.074956 -0.929825 1.237174 0.034 0.994 0.002
N 0.472871 0.196501 1.949550 -0.178 -0.519 -0.214
H -0.773291 1.918045 -0.407814 0.171 0.300 -0.281
H -1.941142 1.489151 -1.759115 0.519 0.506 -0.113
H -2.341027 1.175542 -0.125782 -0.036 0.216 0.188
H -1.216918 -0.758435 0.011686 -0.032 -0.318 0.119
H -1.391709 -0.748549 -1.751086 -0.258 -0.031 0.100
H 2.330324 -0.860479 -0.471517 0.023 0.203 -0.109
H 0.407255 -1.779971 1.352150 0.120 -0.202 0.026
H 2.042884 -1.095469 1.702673 -0.130 -0.511 0.127
H -0.228877 0.620654 1.363501 -0.138 0.235 0.202
H 1.128104 0.900725 2.249304 0.201 0.040 -0.226

Record 6
17
Properties=species:S:1:pos:R:3:forces:R:3 method="wB97M-V/def2-TZVPD" fmax_ha_per_bohr=0.016 relative_energy_ev=6.589 lumo_energy_ev="0.25 / -0.11" gap_ev="8.69 / 6.61" e_tot_ev=-9332.39876
C -0.249104 0.557806 -0.348947 -0.513 0.605 -0.144
C 1.142745 1.075115 -0.470520 -0.161 0.247 -0.101
C -0.722560 -0.415512 -1.366533 -0.046 0.100 -0.005
N 0.186329 -0.990759 1.235251 0.291 -0.435 0.220
C -1.211286 1.260630 0.512502 0.717 -0.222 -0.137
O 1.058201 -2.123485 1.356300 -0.347 0.109 0.016
N -2.051219 0.526344 1.099535 -0.041 0.314 -0.162
H 1.328333 -2.299782 0.445965 -0.016 0.081 0.119
H -0.795905 -1.283838 1.283073 0.300 -0.169 0.108
H 0.363862 -0.428053 2.063866 0.000 -0.114 -0.030
H -1.002985 2.336422 0.722296 -0.245 -0.288 0.067
H 1.453488 1.628666 0.414855 0.029 -0.046 -0.007
H 1.875777 0.296735 -0.687987 -0.071 -0.017 0.050
H 1.144893 1.779712 -1.314339 0.123 -0.023 0.015
H -0.740506 0.107630 -2.332645 -0.026 -0.105 -0.004
H -0.052182 -1.271232 -1.483630 -0.022 -0.001 0.060
H -1.727882 -0.756399 -1.129042 0.027 -0.036 -0.066

Record 7
17
Properties=species:S:1:pos:R:3:forces:R:3 method="wB97M-V/def2-TZVPD" fmax_ha_per_bohr=0.130 relative_energy_ev=4.698 lumo_energy_ev=0.93 gap_ev=8.97 e_tot_ev=-9334.28935
C 1.579693 -0.999114 0.879221 -0.946 1.280 0.148
C 0.350392 -0.883299 0.054071 1.878 1.304 -1.470
N -0.811482 -1.320708 0.520195 2.026 -2.776 5.711
N 0.418837 -0.286432 -1.079909 -0.923 -0.922 -1.063
O 1.729406 0.048111 -1.454309 0.682 1.325 -1.453
H 1.367592 -1.567993 1.754396 0.191 -0.528 0.726
H 1.858219 0.052309 1.159668 0.247 -1.124 -0.306
H 2.248525 -1.476977 0.204572 1.287 -0.198 0.067
H -1.650821 -1.253138 0.106999 -3.103 0.409 -2.008
H -0.788576 -1.836761 1.485425 -0.165 1.568 -2.899
H 1.671164 0.578853 -2.325556 -0.379 -1.464 2.227
C -1.517998 1.418144 0.423296 1.841 0.118 -0.299
C -1.230400 1.603588 -0.890396 -0.718 0.627 2.579
H -2.338729 0.848652 0.850904 -0.406 0.609 -0.429
H -0.687758 1.573391 1.195534 -1.181 -0.067 -1.221
H -0.279941 1.988217 -1.190425 0.367 0.382 0.107
H -1.918123 1.513157 -1.693685 -0.696 -0.543 -0.419

Record 8
17
Properties=species:S:1:pos:R:3:forces:R:3 method="wB97M-V/def2-TZVPD" fmax_ha_per_bohr=0.046 smiles="CCNC(=O)CN" relative_energy_ev=2.046 lumo_energy_ev=0.80 gap_ev=10.06 e_tot_ev=-9336.94148
C 1.826576 -0.874481 -0.460914 -0.044 -1.629 -0.720
C 1.483934 -0.447993 0.925834 -1.274 1.517 0.589
N 0.607037 0.817698 1.000113 2.241 -0.597 0.416
C -0.301140 1.133978 -0.029406 -1.168 -0.217 1.309
O -0.098279 1.983305 -0.848285 0.087 -0.410 -0.354
C -1.548135 0.259993 0.044142 -0.538 0.262 -1.395
N -2.570023 0.618492 -0.933989 -0.947 -0.586 -0.241
H 0.950394 -1.182645 -1.038135 -0.182 0.220 0.055
H 2.297409 -0.067817 -1.022306 0.281 -0.165 0.108
H 2.433301 -1.831855 -0.452943 -0.235 1.348 0.083
H 2.395919 -0.153207 1.435445 0.071 -0.299 0.303
H 0.884284 -1.152389 1.533770 0.869 -0.414 -0.553
H 0.258335 0.749060 1.947586 -0.820 0.457 -0.414
H -1.119040 -0.718711 -0.154424 0.109 -0.588 0.071
H -2.043199 0.185757 1.019730 0.536 0.366 0.063
H -2.237205 0.842892 -1.862130 0.624 0.246 0.212
H -3.220169 -0.162085 -1.104088 0.391 0.489 0.466

Record 9
17
Properties=species:S:1:pos:R:3:forces:R:3 method="wB97M-V/def2-TZVPD" fmax_ha_per_bohr=0.075 relative_energy_ev=5.783 lumo_energy_ev=0.78 gap_ev=8.43 e_tot_ev=-9333.20400
H -1.446267 -2.343765 0.906738 0.147 0.070 -0.135
N -0.857727 -2.750832 0.165921 0.954 1.281 -0.606
C 0.027208 -1.912290 -0.207434 -0.325 1.153 2.566
C 0.283257 -0.337816 0.789957 -0.848 -3.715 -0.603
C -0.695930 0.011734 1.628005 -0.107 -0.104 0.177
N 1.606617 -0.104240 0.934157 0.691 -0.153 -0.213
H 0.815719 -2.280197 -0.888904 -0.238 0.504 -0.015
H -1.737523 -0.028498 1.344956 -0.006 -0.392 0.017
H -0.462037 0.240098 2.661321 0.063 0.632 -0.185
H 1.879633 0.766222 1.373743 -0.047 -0.210 -0.265
H 2.194210 -0.425498 0.173668 -0.037 0.235 0.407
C -0.263005 1.973040 -1.513695 -0.440 -0.716 -0.669
O -0.189723 0.605066 -1.197082 0.480 -2.304 0.690
H -0.364590 2.118062 -2.591321 0.147 0.365 0.084
H 0.643560 2.432223 -1.101132 -0.097 0.006 -0.373
H -1.121642 2.403191 -0.990731 -0.023 0.024 -0.161
H -0.311759 -0.366499 -1.488168 -0.314 3.326 -0.717

Record 10
17
Properties=species:S:1:pos:R:3:forces:R:3 method="wB97M-V/def2-TZVPD" fmax_ha_per_bohr=0.130 smiles="C=[N+]([O-])NC(C)C" relative_energy_ev=5.358 lumo_energy_ev=0.83 gap_ev=9.58 e_tot_ev=-9333.62977
C -2.309717 1.284166 -0.245671 1.006 -1.268 -1.514
N -1.008601 1.238370 -0.202794 1.178 2.320 1.898
O -0.305192 2.025737 0.546446 -1.667 0.039 -0.302
N -0.128114 0.427008 -0.872961 -3.657 -2.696 -4.903
C 0.886510 -0.066527 -0.033405 1.842 1.334 3.781
C 1.709473 -1.118744 -0.649171 -1.994 0.050 -3.139
C 0.277457 -0.571593 1.318419 -1.855 -0.378 -1.748
H -2.805281 1.998852 0.364789 -0.101 0.413 0.153
H -2.771655 0.674411 -1.017918 -0.163 0.022 0.456
H -0.665840 -0.337686 -1.556528 1.699 2.425 2.686
H 1.505674 0.858548 0.197699 -0.425 -1.337 -0.279
H 1.186845 -2.048741 -0.599757 -0.465 -0.960 0.233
H 1.711241 -0.918911 -1.759573 0.985 -0.112 0.973
H 2.619413 -1.247828 -0.170377 1.896 0.025 0.482
H -0.597000 -1.183884 0.928401 0.596 0.470 0.725
H -0.147329 0.280316 1.867308 0.478 -0.607 0.221
H 0.842115 -1.293497 1.885094 0.649 0.261 0.279

Record 11
17
Properties=species:S:1:pos:R:3:forces:R:3 method="wB97M-V/def2-TZVPD" fmax_ha_per_bohr=0.080 smiles="[H]/N=N/C(C)(C)CO" relative_energy_ev=3.405 lumo_energy_ev=0.96 gap_ev=9.94 e_tot_ev=-9335.58202
H 2.122559 2.261538 0.639769 -0.132 1.795 1.436
N 1.829609 1.382559 0.320249 0.774 -3.134 -2.301
N 0.670769 1.103875 0.540806 -1.611 2.417 -0.068
C 0.048365 -0.109448 -0.002841 -0.094 -0.789 1.102
C 0.902974 -0.911876 -0.893256 2.542 0.608 -3.199
C -0.260895 -0.782115 1.360267 -3.146 -0.637 -0.459
C -1.199371 0.284468 -0.836999 -0.774 0.940 0.165
O -2.208893 0.984429 -0.041629 1.019 -1.188 -1.581
H 0.480834 -1.828137 -1.267558 -0.584 -0.415 0.283
H 1.889477 -1.159711 -0.486633 -0.240 0.127 0.185
H 1.172614 -0.338009 -1.918387 -0.639 -0.897 2.335
H -0.480352 -1.865084 1.259067 0.563 0.521 0.056
H 0.423307 -0.545215 2.137954 1.055 -0.195 0.313
H -1.234545 -0.367178 1.763799 0.934 -0.285 -0.586
H -1.727836 -0.520919 -1.374204 0.475 -0.209 0.790
H -0.797085 0.889302 -1.679841 -0.330 0.252 0.562
H -1.631529 1.521516 0.479431 0.187 1.087 0.967

Record 12
17
Properties=species:S:1:pos:R:3:forces:R:3 method="wB97M-V/def2-TZVPD" fmax_ha_per_bohr=0.033 smiles="NCCCC(N)=O" relative_energy_ev=0.627 lumo_energy_ev=0.92 gap_ev=10.15 e_tot_ev=-9338.36020
N -2.094223 0.227915 0.632407 -0.090 0.170 0.120
C -1.441773 -0.693957 -0.290180 0.282 -0.501 -0.025
C -0.363338 -0.004083 -1.145050 -0.845 0.122 0.081
C 0.550910 0.888201 -0.311518 -1.273 -0.030 1.132
C 1.320542 0.163725 0.768798 0.854 -0.275 -0.667
N 2.497606 -0.419601 0.337795 -0.125 0.353 0.220
O 0.944837 0.033852 1.912431 -0.386 0.042 0.150
H -2.963782 -0.152131 0.982784 -0.105 -0.090 -0.214
H -1.507711 0.307899 1.459049 0.060 0.145 -0.077
H -1.023087 -1.541090 0.270962 0.214 -0.017 -0.237
H -2.142261 -1.126098 -1.013378 -0.212 0.151 0.316
H 0.093496 -0.776341 -1.761299 0.490 0.089 0.071
H -0.914426 0.655753 -1.823207 0.160 0.014 -0.054
H 1.122250 1.590511 -0.869763 0.950 0.123 -0.764
H -0.137548 1.540719 0.233093 0.004 -0.051 0.050
H 3.119868 -0.685993 1.086004 0.016 -0.134 -0.060
H 2.938646 -0.009282 -0.468927 0.005 -0.109 -0.041